Run 1
4
Properties=species:S:1:pos:R:3:mulliken_charge:R:1 method="wB97M-V/def2-TZVPD" spin_multiplicity=1 charge=+1 homo_lumo_gap_ev=9.4
H 3.29512 0.66881 0.54599 0.3368
O 2.82714 -0.01088 0.01002 -0.6718
H 3.15096 -0.87071 0.36231 0.3354
K -2.99962 0.02366 -0.04162 0.9996

Run 2
4
Properties=species:S:1:pos:R:3:mulliken_charge:R:1 method="wB97M-V/def2-TZVPD" spin_multiplicity=1 charge=+1 homo_lumo_gap_ev=12.2
K 0.00000 0.00000 0.00000 0.9798
O 0.63026 -0.66892 2.57964 -0.6281
H 1.16461 -1.41610 2.22686 0.3452
H 0.78675 -0.68894 3.55091 0.3031

On energetic grounds, run 2 is preferred over the next structure by 9.9 kcal/mol.

Run 1
21
Properties=species:S:1:pos:R:3:mulliken_charge:R:1 method="wB97M-V/def2-TZVPD" smiles="O=c1[nH]cc(O)n1-c1ccccc1" spin_multiplicity=1 charge=0 homo_lumo_gap_ev=8.0
C 3.22655 0.57113 0.10636 -0.5212
C -0.37507 -0.16934 0.00574 0.5967
N 0.96842 -0.03223 0.06121 0.1393
N 3.19634 -0.78925 -0.18344 -0.2893
H -3.13865 1.65798 -1.01729 0.4356
H 3.96971 1.30345 0.28732 0.4464
H 3.69326 -1.55532 -0.95961 0.3886
H -0.75314 1.81412 -0.73887 0.5315
C -1.12809 -1.09331 0.55760 -0.0892
O 1.72722 -2.36715 -0.35899 -0.6062
H -3.15914 -2.08842 1.23547 0.2452
C -3.29041 -0.19093 -0.23417 -0.2772
O 1.53006 2.23943 0.40366 -0.5624
H 0.89125 2.27647 1.05883 0.3363
C 1.85760 0.96917 0.04765 0.4044
C -1.11760 0.93878 -0.40185 -0.3874
C 1.88202 -1.19168 -0.23741 0.1085
H -4.29805 -0.12469 -0.49765 0.4062
C -2.58402 -1.16096 0.69708 -0.7413
H -0.55240 -1.91853 0.86689 0.3862
C -2.54586 0.91128 -0.69852 -0.9507

Run 2
21
Properties=species:S:1:pos:R:3:mulliken_charge:R:1 method="wB97M-V/def2-TZVPD" spin_multiplicity=1 charge=0 homo_lumo_gap_ev=7.6
O 0.19150 2.90310 -0.48199 -0.4277
H 1.22066 0.64587 2.23935 0.2855
H 0.38507 -2.54237 -2.93669 0.4320
C -0.51878 0.69632 1.05584 -0.4985
H 1.66243 -1.00348 0.66212 0.4604
C 0.32198 -1.77214 -2.27459 -0.5520
C -0.27053 -0.18338 -0.08234 1.0907
O 1.42808 2.48381 1.46033 -0.5872
H -0.18910 0.81347 2.98605 0.2980
C -0.79946 -0.95540 -2.31775 -0.4316
H 0.39088 -0.62417 2.24468 0.3376
H -1.30610 -0.89783 -3.30875 0.3303
H -2.03251 0.46283 -1.18797 0.2711
C -1.09586 -0.18953 -1.19404 -0.2919
C -1.76136 1.05444 1.39806 0.2763
C 0.76500 2.60261 0.49576 0.9236
C 1.13778 -1.92151 -1.15163 -0.9439
N -2.83141 1.41893 1.53402 -0.5638
C 0.93459 -0.94694 -0.10580 -0.5267
H 2.09323 -2.39418 -1.29427 0.3456
N 0.27391 0.34955 2.25960 -0.2277

On energetic grounds, run 2 is preferred over the next structure by 44.7 kcal/mol.